9 unconnected molecules or ions with the total composition C42H59N9O15 in a non-equilibrium geometry, computed with ωB97M-V/def2-TZVPD.

Atoms and positions in Å:
C: -7.46871 -2.83403 3.63953
C: -6.46256 -1.81274 3.36927
C: -5.56793 -1.46879 4.61749
C: -4.35878 -0.60144 4.23104
C: -3.53110 -1.34338 3.22220
C: -4.25425 -1.87114 1.89879
N: -5.63465 -2.32322 2.24465
O: -6.27576 -2.99385 1.29059
C: -3.42642 -3.11224 1.34119
C: -4.21279 -0.77531 0.74965
C: -7.19234 -0.43632 2.91848
H: -8.37876 -2.88616 2.71404
H: -8.07457 -2.41139 4.51608
H: -7.08610 -3.87355 3.87981
H: -5.28201 -2.26746 5.15811
H: -6.27824 -0.98973 5.38251
H: -3.69601 -0.43855 4.91916
H: -4.52680 0.47161 3.88797
H: -3.11802 -2.20409 3.63514
H: -2.68092 -0.74112 2.84121
H: -3.46643 -3.85662 2.14340
H: -2.34416 -2.61178 1.19210
H: -3.76953 -3.19311 0.32825
H: -4.88550 0.03652 0.91901
H: -4.55617 -1.23647 -0.14583
H: -3.38680 -0.12732 0.67331
H: -7.65114 -0.58567 1.84526
H: -6.34070 0.35752 2.69464
H: -7.82059 0.03011 3.66054
N: 0.44102 -0.03125 0.23767
O: 0.08681 -0.04763 -0.98080
O: -0.45892 0.06549 1.13674
O: 1.65897 0.41866 0.54911
C: 3.05713 3.63946 0.30546
C: 4.58687 4.00256 0.39140
C: 5.30604 4.26926 -0.94715
C: 4.51814 4.24756 -2.31522
C: 2.87869 4.18227 -2.16694
C: 2.30586 3.80486 -0.75563
N: 5.31352 4.39490 -3.54820
O: 6.32798 5.12429 -3.49196
O: 4.92299 3.83149 -4.53950
H: 2.57223 3.18171 1.04022
H: 5.19263 4.03438 1.23883
H: 6.43825 4.28765 -0.96457
H: 2.38077 4.00314 -3.20226
H: 1.42829 3.50636 -0.60197
C: 0.09925 -3.79868 4.17858
C: 0.44252 -3.89391 5.67617
C: 0.55785 -2.58311 6.42184
C: 0.05395 -1.35338 5.80163
C: -0.15228 -1.20483 4.31413
C: -0.09413 -2.56399 3.54806
N: -0.11518 -0.13689 6.81194
O: -0.33509 0.94637 6.27369
O: -0.09338 -0.34927 8.02648
H: -0.05327 -4.68443 3.39040
H: 0.36334 -4.72085 6.12880
H: 0.61150 -2.70462 7.47149
H: -0.24471 -0.18784 3.90766
H: -0.21341 -2.45472 2.34938
C: -0.00944 -3.35171 -4.63209
C: -0.10105 -2.44779 -3.42375
C: -0.43439 -2.95707 -1.99094
C: -0.39121 -4.53982 -1.84326
C: -0.09378 -5.40333 -2.97975
C: 0.09569 -4.79409 -4.52100
N: -0.69129 -5.24810 -0.53222
O: -0.43015 -4.51010 0.49070
O: -0.66148 -6.47593 -0.41655
H: -0.02593 -3.07786 -5.70684
H: -0.42908 -1.42537 -3.60933
H: -0.57891 -2.37325 -1.13086
H: -0.15667 -6.41098 -2.95980
H: 0.07539 -5.41912 -5.19613
C: -0.12361 3.15186 -4.21452
C: 0.75531 1.97188 -4.06352
C: 1.85970 1.78819 -5.08795
C: 2.01348 2.84094 -6.21087
C: 0.98715 3.97002 -6.31020
C: 0.09469 4.14949 -5.15083
N: 3.02128 2.65027 -7.34389
O: 3.45318 3.68557 -7.80012
O: 3.35602 1.49350 -7.55219
H: -0.80689 3.43644 -3.49658
H: 0.62018 1.16700 -3.28659
H: 2.68257 0.95804 -4.88794
H: 1.22742 4.74367 -7.06526
H: -0.60254 4.95933 -5.33327
C: -2.88815 1.67193 -2.20014
O: -3.50030 1.00100 -3.10336
N: -2.89037 3.00248 -2.08752
C: -2.15858 3.74845 -0.92124
C: -3.59584 3.89013 -2.99998
H: -2.36868 1.32155 -1.30114
H: -1.91842 4.77537 -1.30221
H: -1.22268 3.16599 -0.88053
H: -2.80436 3.86570 -0.23173
H: -2.98723 4.36215 -3.66190
H: -4.05195 4.69148 -2.35595
H: -4.43554 3.46513 -3.61845
C: 3.49658 -0.92332 3.32528
O: 3.65387 -1.91292 4.13808
N: 4.57618 -0.22153 2.89195
C: 4.37604 0.94434 2.01510
C: 5.90537 -0.55032 3.31553
H: 2.51524 -0.74821 2.96246
H: 3.56584 1.35339 2.24324
H: 4.49277 0.60996 1.01400
H: 5.14050 1.61957 2.10079
H: 6.09127 -1.56545 3.57354
H: 6.30808 0.25086 3.98497
H: 6.58980 -0.19967 2.37719
C: 4.43513 -1.63590 -2.02969
O: 5.35047 -2.45016 -2.12771
N: 4.50425 -0.25911 -2.43150
C: 3.50630 0.61881 -1.99961
C: 5.77224 0.28031 -3.00866
H: 3.47104 -1.64223 -1.63611
H: 3.65256 1.57145 -2.71197
H: 3.82185 1.02786 -0.90198
H: 2.47928 0.25739 -1.98860
H: 5.47555 0.87387 -3.86503
H: 6.36431 -0.58389 -3.50856
H: 6.51547 0.66656 -2.26609

Output
HOMO energy: -8.2 eV
Orbital gap: 3.26 eV
Multiplicity: 1
Maximum force: 15.5 eV/Å
ΔE to the lowest compared entry with this formula, charge and spin: 0.00 kcal/mol
Lowest unoccupied orbital energy: -4.89 eV
M: 929.98 g mol⁻¹

=====

A molecular structure, C42H60BN8O3Se2TeTi in a non-equilibrium geometry, computed with ωB97M-V/def2-TZVPD.

Atoms and positions in Å:
Ti: -1.43512 0.36840 0.45254
C: -5.62512 -0.73352 2.62376
C: -4.55054 -0.54126 3.64223
C: -4.65857 -0.18530 5.00510
C: -3.35812 -0.13422 5.45943
C: -2.83950 0.21746 6.81548
N: -2.55466 -0.44127 4.41610
N: -3.28426 -0.68868 3.30330
B: -1.04735 -0.69209 4.40917
N: -0.32636 0.52363 3.67401
N: -0.76792 1.18335 2.54614
C: -0.19997 2.39030 2.56000
C: -0.45910 3.42250 1.51825
C: 0.63489 2.52562 3.67297
C: 0.52064 1.33187 4.35094
C: 1.22538 0.97903 5.62105
N: -0.67521 -2.11351 3.95647
N: -1.14355 -2.63337 2.80262
C: -0.73278 -3.88523 2.74426
C: -1.08259 -4.72165 1.55398
C: 0.02418 -4.20704 3.89339
C: 0.02613 -3.05089 4.64694
C: 0.63195 -2.83006 5.99465
H: -6.58758 -0.94300 3.09726
H: -5.36835 -1.56301 1.96394
H: -5.71617 0.15887 2.00005
H: -5.55091 0.02502 5.57455
H: -3.66213 0.57546 7.43642
H: -2.08814 1.00836 6.76403
H: -2.37749 -0.63540 7.31925
H: -0.65478 -0.62024 5.54264
H: -0.01982 3.14223 0.56139
H: -0.03822 4.37740 1.84062
H: -1.53086 3.53641 1.35834
H: 1.23631 3.37961 3.93837
H: 1.98168 1.74135 5.81562
H: 1.72565 0.01528 5.55602
H: 0.54729 0.93508 6.47428
H: -2.15569 -4.68700 1.36938
H: -0.77121 -5.75898 1.69970
H: -0.61688 -4.34498 0.64015
H: 0.47860 -5.15178 4.15138
H: 1.14909 -3.74037 6.30428
H: -0.12234 -2.59391 6.74730
H: 1.35528 -2.01660 6.00458
O: -3.29643 1.45156 -3.74114
C: -3.22487 0.33513 -2.84720
C: -4.44539 0.25533 -1.93706
C: -5.68739 0.16701 -2.83227
O: -6.90827 -0.04063 -2.11363
C: -4.37153 -1.03029 -1.06702
Se: -2.58093 -1.67610 -0.59367
C: -4.57005 1.52574 -1.06712
Se: -3.68938 1.60531 0.69125
H: -2.37046 1.68502 -3.90662
H: -2.34480 0.42604 -2.22393
H: -3.10852 -0.59980 -3.41027
H: -5.54140 -0.65796 -3.54306
H: -5.80707 1.08990 -3.40246
H: -6.67526 -0.45876 -1.27724
H: -4.86573 -1.85899 -1.58236
H: -4.90219 -0.83757 -0.13182
H: -5.62915 1.70233 -0.86863
H: -4.21797 2.37472 -1.65309
C: 2.05425 -2.76428 1.06272
C: 0.98767 -1.78541 0.93797
N: 0.13582 -1.02969 0.85809
H: 2.99412 -2.27457 0.81052
H: 1.87840 -3.57312 0.35435
H: 2.05906 -3.15816 2.07842
C: -1.58190 3.32293 -1.64327
C: -0.85150 2.01265 -1.91494
O: -0.60011 1.82477 -3.12927
N: -0.50430 1.16248 -0.93230
Te: 1.49229 -0.31430 -2.21147
C: 3.01623 -1.25909 -3.43786
C: 2.60100 -1.98532 -4.56617
C: 1.19819 -1.94930 -5.12978
C: 3.51175 -2.77553 -5.27729
C: 4.84226 -2.87170 -4.91871
C: 5.80313 -3.75500 -5.66759
C: 5.26230 -2.12896 -3.82030
C: 4.38259 -1.33791 -3.09322
C: 4.93535 -0.55301 -1.93565
C: 2.39703 1.59295 -2.24012
C: 2.56240 2.23539 -3.47572
C: 2.08657 1.63458 -4.76845
C: 3.17171 3.49029 -3.50910
C: 3.59900 4.12297 -2.35515
C: 4.24477 5.48348 -2.40286
C: 3.41029 3.47733 -1.14197
C: 2.81719 2.21991 -1.05608
C: 2.66630 1.60703 0.30901
H: -0.85569 4.13080 -1.78626
H: -2.03678 3.39900 -0.66553
H: -2.34970 3.43705 -2.40910
H: 0.47110 -1.51872 -4.44627
H: 0.86499 -2.95403 -5.39742
H: 1.18058 -1.34914 -6.04450
H: 3.15410 -3.32925 -6.14160
H: 5.37573 -4.08657 -6.61519
H: 6.06136 -4.64675 -5.09033
H: 6.73726 -3.23283 -5.88693
H: 6.30552 -2.16816 -3.51812
H: 5.96499 -0.84115 -1.71549
H: 4.32441 -0.70113 -1.04287
H: 4.90842 0.52028 -2.13274
H: 1.03877 1.35217 -4.65934
H: 2.66502 0.74693 -5.03290
H: 2.18413 2.35825 -5.58065
H: 3.28621 3.98660 -4.46822
H: 4.26603 5.87426 -3.42110
H: 5.27339 5.45355 -2.03423
H: 3.70053 6.19911 -1.78207
H: 3.72268 3.96547 -0.22282
H: 2.81342 2.36506 1.08079
H: 3.39679 0.81078 0.48554
H: 1.67592 1.17521 0.42855

Output
HOMO energy (spin up / spin down): -1.3 / -1.6 eV
Orbital gap (spin up / spin down): 5.03 / 5.33 eV
Multiplicity: 2
Maximum force: 1.2 eV/Å
ΔE to the lowest compared entry with this formula, charge and spin: 0.00 kcal/mol
Lowest unoccupied orbital energy (spin up / spin down): 3.69 / 3.69 eV
M: 1069.19 g mol⁻¹
Charge: -2

=====

A molecular structure, C42H60IKN2O8P4S, computed with ωB97M-V/def2-TZVPD.

Atoms and positions in Å:
K: -0.41059 0.03379 0.67351
O: 0.29528 2.31628 0.24414
P: -0.21791 3.45681 -0.54931
C: -1.94722 3.86610 -0.15775
P: -3.13618 2.49594 -0.32527
O: -2.53998 1.20373 0.09002
C: -3.68236 2.53500 -2.04050
C: -4.14847 3.69434 -2.66272
C: -4.51890 3.66800 -3.99727
C: -4.42070 2.48056 -4.71839
C: -3.96250 1.32651 -4.10039
C: -3.59388 1.34748 -2.75955
C: -4.51694 2.94796 0.73634
C: -5.78696 3.27655 0.27238
C: -6.80505 3.55711 1.17463
C: -6.55683 3.50657 2.53933
C: -5.29230 3.16667 3.00728
C: -4.27350 2.88477 2.11122
C: -0.14584 3.08355 -2.31460
C: 0.60224 1.96203 -2.67259
C: 0.64905 1.55951 -4.00099
C: -0.05021 2.26617 -4.97000
C: -0.79878 3.38290 -4.61693
C: -0.84457 3.78991 -3.29215
C: 0.67337 4.97843 -0.19347
C: 1.36832 5.01499 1.01476
C: 2.05217 6.16874 1.37768
C: 2.04618 7.27619 0.53974
C: 1.35762 7.23827 -0.66766
C: 0.67050 6.09028 -1.03468
H: -2.28880 4.75028 -0.70674
H: -1.91753 4.13897 0.90117
H: -4.22786 4.62495 -2.10655
H: -4.88524 4.56880 -4.47479
H: -4.70978 2.45802 -5.76290
H: -3.89800 0.39887 -4.65690
H: -3.25423 0.44208 -2.26167
H: -5.99540 3.29706 -0.79119
H: -7.79333 3.80605 0.80789
H: -7.35244 3.72134 3.24296
H: -5.09851 3.10935 4.07135
H: -3.29567 2.58667 2.48465
H: 1.12986 1.40952 -1.89766
H: 1.22858 0.68620 -4.27709
H: -0.01868 1.94246 -6.00410
H: -1.35818 3.92723 -5.36817
H: -1.45364 4.64699 -3.02321
H: 1.36787 4.13830 1.65841
H: 2.58921 6.19936 2.31806
H: 2.58304 8.17289 0.82649
H: 1.36133 8.10113 -1.32326
H: 0.14920 6.06074 -1.98631
C: 3.82839 2.07516 2.81843
C: 4.45398 1.01413 1.94804
C: 5.94765 0.86221 2.12340
O: 3.83692 -0.27902 2.30821
P: 2.91336 -1.00116 1.25738
O: 2.09800 -0.09700 0.42518
C: 1.96451 -2.09373 2.31389
P: 0.87161 -3.25591 1.47807
O: 0.01045 -2.52315 0.53469
O: 1.74487 -4.34408 0.74268
C: 2.56412 -5.43270 1.24897
C: 1.70171 -6.66880 1.40899
C: 3.33087 -5.07391 2.50669
O: 0.13082 -4.11165 2.57085
C: -0.84726 -3.66677 3.58973
C: -0.10690 -3.22306 4.83442
C: -1.80507 -2.61920 3.05794
O: 3.85023 -1.97110 0.40151
C: 4.02827 -1.76831 -1.03994
C: 2.92398 -2.49379 -1.77830
C: 5.41020 -2.28325 -1.37005
H: 4.22905 3.05941 2.55787
H: 4.04167 1.87464 3.87232
H: 2.74173 2.06749 2.69651
H: 4.21158 1.21706 0.90333
H: 6.19303 0.64214 3.16583
H: 6.44922 1.79428 1.84465
H: 6.33922 0.05902 1.49442
H: 1.32710 -1.41093 2.90752
H: 2.63640 -2.60089 3.01148
H: 3.28016 -5.59270 0.44440
H: 0.95752 -6.52331 2.19477
H: 2.32446 -7.52531 1.67599
H: 1.18979 -6.90284 0.47302
H: 2.66225 -4.86374 3.34706
H: 3.99143 -4.22069 2.33899
H: 3.95316 -5.92757 2.78333
H: -1.38589 -4.59178 3.78565
H: 0.30813 -2.21544 4.72132
H: 0.68351 -3.93478 5.08969
H: -0.81195 -3.18400 5.66903
H: -1.32594 -1.63904 2.95505
H: -2.59693 -2.48251 3.80099
H: -2.26863 -2.91186 2.11136
H: 3.95814 -0.69962 -1.23485
H: 2.98019 -3.56931 -1.57837
H: 3.01630 -2.33138 -2.85601
H: 1.94684 -2.13141 -1.44751
H: 5.48333 -3.34280 -1.10859
H: 6.16913 -1.73520 -0.80884
H: 5.62005 -2.17576 -2.43679
I: 0.00227 1.00901 3.91433
S: -3.59123 -2.02597 -0.90075
C: -2.58094 -3.24997 -1.45494
N: -2.31343 -4.33525 -0.70500
C: -1.31496 -5.35320 -1.02515
C: -0.31694 -4.80985 -2.03014
C: -1.07005 -4.18906 -3.18727
N: -1.99366 -3.18906 -2.66817
H: -2.70117 -4.28835 0.21989
H: -1.80207 -6.24710 -1.42645
H: -0.81331 -5.63758 -0.10084
H: 0.33298 -5.61258 -2.38256
H: 0.29551 -4.05115 -1.55374
H: -1.60709 -4.95740 -3.75218
H: -0.38302 -3.69678 -3.87282
H: -2.22456 -2.37418 -3.20584

Output
HOMO energy: -6.6 eV
Orbital gap: 6.80 eV
Multiplicity: 1
Maximum force: 0.8 eV/Å
ΔE to the lowest compared entry with this formula, charge and spin: 2.04 kcal/mol
Lowest unoccupied orbital energy: 0.22 eV
M: 1042.91 g mol⁻¹